Molecular formula: C27H51BrCl2N3O3S
Method: DFT, ωB97M-V/def2-TZVPD

Properties
Net charge: +1
Lowest unoccupied orbital energy in eV: -4.3
Electronic energy in hartree: -5341.1967
Frontier orbital gap in eV: 7.1
Highest occupied orbital energy in eV: -11.42
F_max in eV/Å: 7.1

Cartesian coordinates (Å):
C -0.607 -6.817 4.206
C -0.739 -6.216 3.034
C -0.872 -5.512 1.582
C -0.061 -4.092 1.562
C -0.729 -3.123 0.460
C 0.003 -1.702 0.239
C 0.501 -0.869 1.545
C 2.050 -0.920 2.006
N 2.528 -2.338 2.270
N -0.275 0.460 1.672
S 0.961 1.672 1.462
Br -0.648 0.388 3.559
C -1.502 0.436 0.729
O -2.273 -0.559 1.425
C -3.699 -0.449 1.405
C -4.297 -1.973 1.578
C -3.732 -2.734 2.889
N -1.904 1.806 0.475
C -2.709 2.116 -0.725
C -2.417 2.618 1.587
C -4.000 2.803 2.000
O -1.652 3.355 2.330
C -0.829 -0.475 -0.493
C -2.017 -1.155 -1.414
C -1.474 -2.105 -2.602
C -1.661 -1.490 -4.104
C -0.045 0.392 -1.617
C 1.278 -0.224 -2.265
C 2.636 0.553 -1.748
C 2.646 1.992 -2.520
C 3.943 2.842 -2.040
O 4.329 3.907 -2.947
C 5.392 3.505 -3.854
C 6.552 4.665 -3.819
H -0.308 -7.268 5.223
H -0.353 -6.214 0.824
H -1.981 -5.349 1.297
H -0.156 -3.650 2.634
H 1.044 -4.372 1.330
H -0.769 -3.744 -0.530
H -1.850 -3.007 0.769
H 1.010 -2.024 -0.214
H -0.008 -1.480 2.401
H 2.798 -0.521 1.202
H 2.260 -0.366 3.014
H 1.931 -2.804 2.970
H 2.604 -2.870 1.389
H 0.585 2.658 0.544
H -4.036 0.089 2.387
H -4.200 -0.040 0.460
H -4.228 -2.586 0.601
H -5.440 -1.814 1.762
H -4.637 -2.983 3.582
H -3.342 -3.773 2.531
H -2.910 -2.169 3.464
H -3.223 3.160 -0.605
H -2.061 2.248 -1.690
H -3.547 1.388 -1.012
H -4.634 2.179 1.272
H -4.285 3.921 1.916
H -4.140 2.418 3.087
H -2.754 -1.789 -0.790
H -2.680 -0.344 -1.931
H -2.140 -3.068 -2.595
H -0.396 -2.510 -2.413
H -0.610 -1.564 -4.605
H -2.371 -2.121 -4.770
H -1.927 -0.368 -4.107
H 0.214 1.481 -1.279
H -0.805 0.563 -2.489
H 1.240 0.026 -3.408
H 1.417 -1.360 -2.209
H 2.671 0.682 -0.608
H 3.519 -0.055 -2.161
H 2.686 1.848 -3.666
H 1.722 2.643 -2.298
H 4.774 2.082 -1.799
H 3.659 3.359 -1.033
H 5.047 3.442 -4.956
H 5.923 2.526 -3.565
H 7.036 4.654 -2.769
H 7.332 4.516 -4.662
H 6.007 5.686 -3.931
C 1.782 5.554 2.686
Cl 2.393 6.663 3.918
Cl 3.110 4.750 1.837
H 1.159 4.799 3.166
H 1.190 6.117 1.964